{
  "formula": "C51H40AsCuN6O",
  "method": "the ωB97M-V functional and the def2-TZVPD basis",
  "elements": ["Cu", "C", "C", "C", "C", "C", "C", "N", "C", "C", "C", "C", "C", "N", "C", "C", "C", "C", "C", "C", "N", "H", "H", "H", "H", "H", "H", "H", "H", "H", "H", "H", "H", "H", "H", "H", "N", "C", "C", "C", "C", "C", "C", "C", "C", "C", "C", "C", "C", "N", "C", "C", "C", "C", "N", "H", "H", "H", "H", "H", "H", "H", "H", "H", "H", "O", "As", "C", "C", "C", "C", "C", "C", "C", "C", "C", "C", "C", "C", "C", "C", "C", "C", "C", "C", "H", "H", "H", "H", "H", "H", "H", "H", "H", "H", "H", "H", "H", "H", "H"],
  "positions_angstrom": [[-1.015, -0.550, 0.113], [-0.059, -4.213, 0.358], [-0.310, -3.650, 1.736], [0.232, -4.266, 2.867], [-0.007, -3.716, 4.110], [-0.795, -2.575, 4.203], [-1.313, -2.041, 3.037], [-1.059, -2.558, 1.836], [-2.180, -0.821, 3.017], [-2.718, -0.280, 4.181], [-3.495, 0.857, 4.094], [-3.717, 1.432, 2.855], [-3.160, 0.835, 1.736], [-2.416, -0.272, 1.821], [-3.356, 1.424, 0.370], [-4.238, 2.465, 0.151], [-4.345, 2.992, -1.126], [-3.571, 2.467, -2.138], [-2.714, 1.404, -1.860], [-1.883, 0.801, -2.969], [-2.629, 0.894, -0.625], [-0.348, -5.266, 0.322], [-0.623, -3.665, -0.395], [1.008, -4.159, 0.121], [0.834, -5.159, 2.753], [0.412, -4.160, 5.005], [-0.961, -2.123, 5.170], [-2.549, -0.738, 5.144], [-3.927, 1.294, 4.989], [-4.307, 2.334, 2.777], [-4.853, 2.862, 0.946], [-5.032, 3.809, -1.322], [-3.621, 2.866, -3.145], [-2.486, 0.099, -3.557], [-1.526, 1.581, -3.645], [-1.034, 0.246, -2.577], [3.461, -6.013, -7.276], [2.975, -5.405, -6.428], [2.364, -4.647, -5.354], [2.454, -5.114, -4.042], [1.868, -4.397, -3.014], [1.177, -3.217, -3.285], [1.092, -2.760, -4.594], [1.687, -3.465, -5.626], [0.520, -2.466, -2.179], [-0.880, -2.458, -2.161], [-1.759, -3.171, -3.024], [-3.039, -2.969, -2.552], [-2.911, -2.133, -1.418], [-1.638, -1.824, -1.183], [1.341, -1.888, -1.205], [2.764, -1.943, -1.124], [3.119, -1.328, 0.056], [1.907, -0.895, 0.649], [0.853, -1.209, -0.094], [2.985, -6.036, -3.839], [1.938, -4.752, -1.993], [0.559, -1.839, -4.805], [1.628, -3.101, -6.643], [-1.455, -3.770, -3.873], [-3.962, -3.367, -2.953], [-3.702, -1.758, -0.773], [3.417, -2.401, -1.854], [4.115, -1.197, 0.462], [1.782, -0.379, 1.593], [-0.333, 1.203, 0.852], [0.879, 2.335, 1.015], [0.087, 4.051, 0.692], [-0.349, 4.322, -0.603], [-1.023, 5.504, -0.868], [-1.267, 6.410, 0.158], [-0.829, 6.140, 1.449], [-0.147, 4.960, 1.719], [2.235, 2.063, -0.292], [3.565, 2.431, -0.123], [4.471, 2.180, -1.143], [4.048, 1.576, -2.320], [2.713, 1.221, -2.488], [1.802, 1.462, -1.473], [1.477, 2.249, 2.828], [2.790, 2.018, 3.224], [3.084, 1.870, 4.573], [2.072, 1.947, 5.519], [0.755, 2.157, 5.120], [0.453, 2.301, 3.775], [-0.155, 3.621, -1.406], [-1.354, 5.723, -1.878], [-1.790, 7.337, -0.051], [-1.011, 6.851, 2.246], [0.215, 4.768, 2.719], [3.899, 2.927, 0.776], [5.511, 2.458, -1.018], [4.762, 1.378, -3.110], [2.385, 0.749, -3.407], [0.772, 1.147, -1.573], [3.585, 1.936, 2.496], [4.107, 1.689, 4.883], [2.307, 1.835, 6.571], [-0.038, 2.203, 5.859], [-0.575, 2.429, 3.459]],
  "forces_ev_per_a": [[0.2728, 0.4544, 0.0853], [-0.0927, -0.1033, 0.3582], [0.1019, -0.2194, -0.1759], [-0.0115, -0.0053, -0.0231], [0.0288, -0.0179, -0.0363], [0.0724, -0.0113, 0.1816], [-0.0560, 0.2159, -0.1314], [-0.0146, -0.1270, -0.0379], [0.0093, -0.0329, -0.0724], [-0.0157, -0.0365, 0.0687], [-0.0460, 0.0814, 0.0718], [-0.0922, 0.1096, 0.1409], [0.0501, -0.0924, -0.2618], [-0.1081, 0.2755, 0.1347], [0.1691, -0.2252, -0.0104], [-0.1654, 0.0960, 0.0193], [-0.1071, 0.1276, -0.0048], [0.0468, 0.0290, -0.1198], [0.0743, -0.2129, 0.0765], [-0.1695, 0.0746, 0.1029], [0.1237, 0.1339, -0.0280], [-0.0067, 0.0021, 0.0417], [0.1267, -0.3552, 0.4841], [-0.0867, 0.0087, 0.0613], [-0.0186, 0.0305, 0.0277], [-0.0107, 0.0079, -0.0581], [-0.0781, 0.0151, -0.0502], [0.0391, -0.0676, -0.0392], [0.0501, -0.0427, -0.1126], [0.0483, -0.0719, 0.0139], [0.0627, -0.0234, -0.0647], [0.0805, -0.0838, 0.0092], [0.0018, -0.0453, 0.0812], [0.0604, 0.0481, 0.0998], [-0.0475, -0.0472, 0.0614], [0.0163, 0.0070, 0.0294], [-0.1665, 0.2191, 0.2861], [0.0112, 0.0050, -0.0102], [0.1637, -0.2748, -0.0900], [0.0268, -0.0202, -0.0216], [0.0412, 0.0035, -0.0302], [0.0026, -0.0038, 0.0920], [-0.0483, 0.1016, -0.0750], [-0.0187, 0.0881, -0.1116], [0.0388, 0.2260, -0.0623], [-0.0193, 0.2363, -0.2357], [0.0190, -0.0220, -0.0406], [0.0046, 0.0139, 0.0050], [0.0718, 0.0084, 0.0565], [-0.4595, -0.3111, -0.4767], [-0.0095, 0.1498, -0.1817], [-0.0961, -0.0505, 0.0398], [-0.0470, -0.0489, 0.0814], [0.0262, -0.1779, -0.0320], [0.2659, -0.1087, -0.1264], [-0.0348, 0.0399, 0.0009], [-0.0087, -0.0127, -0.0605], [0.0168, -0.0686, 0.0125], [-0.0094, -0.0224, 0.0206], [-0.0655, 0.0703, 0.1544], [0.1521, 0.0563, 0.0805], [0.1965, -0.0646, -0.1504], [-0.0526, 0.0604, 0.0889], [-0.1817, -0.0161, -0.0736], [0.0062, -0.0398, -0.0436], [0.0255, 0.1885, 0.0874], [-0.2426, -0.0870, 0.0114], [-0.1018, 0.0350, 0.0920], [-0.0185, 0.0605, 0.0712], [-0.0213, 0.0276, -0.0124], [0.0296, -0.0164, 0.0425], [-0.0089, 0.0300, -0.0628], [0.0278, 0.0431, -0.1578], [0.0082, -0.0824, -0.1347], [-0.0649, 0.0849, -0.1403], [0.0395, -0.0386, -0.0713], [-0.0383, -0.0186, -0.0032], [0.0650, 0.0747, 0.0014], [0.2154, 0.0204, 0.0034], [-0.0435, -0.0995, 0.0713], [-0.0670, 0.0432, 0.0067], [-0.0103, 0.0052, 0.0558], [-0.0407, -0.0029, -0.0114], [0.0371, -0.0008, 0.0403], [0.1976, -0.0680, 0.0739], [-0.0109, -0.0343, -0.0172], [0.0260, -0.0177, 0.0817], [0.0286, -0.0726, 0.0144], [0.0229, -0.0404, -0.0596], [-0.0123, -0.0380, 0.0644], [0.0052, 0.0487, -0.0169], [-0.0483, -0.0086, -0.0158], [-0.0403, 0.0144, 0.0422], [0.0245, 0.0035, 0.0487], [-0.0100, 0.0241, -0.0041], [-0.0065, -0.0388, 0.0205], [-0.0647, 0.0133, -0.0145], [-0.0222, 0.0063, -0.0689], [0.0594, -0.0022, -0.0432], [-0.0731, 0.0107, -0.0141]],
  "total_charge": 1,
  "multiplicity": 2,
  "lumo_energy_ha": [-0.111, -0.110]
}

---

{
  "formula": "C51H40Br4ClN6O7S4SbTi",
  "method": "the ωB97M-V functional and the def2-TZVPD basis",
  "elements": ["Ti", "Br", "C", "C", "Br", "C", "Br", "C", "O", "C", "O", "C", "Br", "C", "Sb", "C", "C", "H", "H", "H", "H", "H", "H", "H", "H", "H", "Cl", "C", "C", "C", "C", "N", "C", "H", "H", "H", "H", "O", "C", "O", "C", "C", "C", "C", "C", "C", "N", "O", "O", "H", "H", "H", "H", "S", "C", "N", "C", "C", "C", "C", "H", "H", "H", "H", "H", "O", "C", "C", "C", "C", "C", "S", "C", "C", "C", "C", "S", "C", "C", "C", "C", "S", "H", "H", "H", "H", "H", "H", "H", "H", "H", "N", "C", "C", "C", "C", "C", "C", "N", "C", "C", "C", "C", "N", "C", "C", "H", "H", "H", "H", "H", "H", "H", "H", "H"],
  "positions_angstrom": [[0.484, -0.095, 0.736], [-2.958, 4.014, 5.344], [-2.148, 2.510, 4.482], [-2.277, 1.238, 4.947], [-3.306, 0.982, 6.558], [-1.636, 0.118, 4.282], [-1.673, -1.668, 4.844], [-0.926, 0.364, 3.080], [-0.370, -0.596, 2.398], [-0.684, 1.690, 2.609], [-0.182, 1.830, 1.436], [-1.346, 2.730, 3.340], [-1.273, 4.491, 2.652], [-5.051, -1.036, -1.431], [-3.106, -1.244, -0.559], [-3.568, -3.155, 0.468], [-2.254, -2.260, -2.178], [-5.508, -1.945, -1.819], [-4.887, -0.271, -2.196], [-5.634, -0.558, -0.680], [-4.228, -3.705, -0.184], [-4.041, -3.052, 1.440], [-2.602, -3.718, 0.657], [-1.854, -1.634, -2.974], [-2.959, -2.897, -2.708], [-1.408, -2.826, -1.788], [-5.193, 3.927, -1.477], [-5.151, 2.822, -0.154], [-6.279, 2.351, 0.495], [-6.095, 1.477, 1.577], [-4.800, 1.301, 1.982], [-3.662, 1.835, 1.439], [-3.841, 2.538, 0.358], [-7.303, 2.550, 0.167], [-6.929, 1.097, 2.106], [-4.563, 0.682, 2.842], [-2.964, 3.035, -0.087], [-2.177, 1.296, -1.923], [-0.962, 1.085, -2.015], [-0.175, 0.521, -1.176], [-0.252, 1.423, -3.352], [-0.972, 1.779, -4.532], [-0.251, 2.157, -5.685], [1.139, 2.201, -5.607], [1.838, 1.839, -4.479], [1.185, 1.412, -3.309], [3.276, 1.844, -4.565], [3.767, 2.407, -5.505], [3.879, 1.451, -3.600], [-2.064, 1.783, -4.397], [-0.782, 2.483, -6.571], [1.747, 2.502, -6.394], [1.659, 1.068, -2.409], [-0.917, 5.155, -2.753], [-1.072, 6.056, -1.373], [-2.209, 5.954, -0.664], [-2.493, 6.659, 0.460], [-1.579, 7.483, 1.054], [-0.331, 7.607, 0.382], [-0.012, 6.868, -0.752], [-3.005, 5.498, -1.091], [-3.632, 6.586, 0.694], [-1.957, 8.162, 1.846], [0.338, 8.400, 0.724], [0.909, 6.960, -1.255], [2.219, 0.317, 1.009], [3.236, 0.959, 1.765], [2.578, 1.357, 3.105], [1.818, 0.608, 3.954], [1.389, 1.297, 5.136], [1.904, 2.569, 5.193], [2.739, 2.976, 3.771], [3.652, 2.246, 1.087], [2.714, 3.065, 0.479], [3.252, 4.267, 0.028], [4.568, 4.445, 0.396], [5.210, 3.003, 1.106], [4.391, 0.026, 2.044], [4.644, -1.170, 1.429], [5.741, -1.868, 2.011], [6.273, -1.301, 3.112], [5.482, 0.244, 3.374], [1.697, -0.459, 3.745], [0.791, 0.892, 5.928], [1.641, 3.313, 5.942], [1.710, 2.617, 0.304], [2.702, 5.070, -0.458], [5.192, 5.251, 0.165], [4.158, -1.439, 0.492], [5.901, -2.855, 1.640], [7.081, -1.666, 3.823], [1.347, -7.143, -0.542], [1.570, -8.288, -1.349], [1.207, -9.658, -1.336], [1.602, -10.451, -2.403], [2.304, -9.900, -3.462], [2.571, -8.544, -3.513], [2.205, -7.728, -2.485], [2.245, -6.352, -2.416], [1.686, -6.036, -1.237], [1.244, -4.750, -0.872], [0.837, -4.445, 0.485], [0.721, -3.129, 0.871], [0.777, -2.070, 0.007], [1.052, -2.390, -1.310], [1.353, -3.584, -1.789], [0.585, -7.146, 0.167], [0.668, -10.046, -0.458], [1.469, -11.524, -2.402], [2.716, -10.523, -4.273], [3.108, -8.094, -4.338], [0.551, -5.241, 1.224], [0.520, -2.828, 1.890], [0.857, -1.587, -1.982], [1.402, -3.872, -2.813]],
  "forces_ev_per_a": [[-0.6513, 1.3201, -1.2207], [0.0104, -0.4241, 0.0067], [0.8911, 0.6238, -0.8998], [0.0288, -2.0009, 0.6053], [0.3243, -0.4301, -0.3913], [-0.0650, 2.1303, -0.8866], [-0.2588, -0.0473, 0.3072], [-0.3417, -0.0053, 2.0006], [-0.3011, -0.9349, -0.3501], [-2.7166, 1.2726, 0.7340], [0.6906, -0.5334, -0.2530], [0.4783, -0.4070, -0.2317], [0.3555, -0.1257, -0.4739], [0.6696, 0.4268, -0.4947], [0.0257, -0.3854, 1.3651], [1.3246, -0.0353, 0.1125], [0.4864, -0.3231, -0.9883], [0.0739, 0.0663, 0.0136], [-0.2111, -0.2598, -0.2378], [-0.8517, 0.1631, 0.6235], [-0.1411, -0.4828, -0.2406], [-0.1234, 0.3021, 0.0872], [-1.0287, 0.5672, -0.4370], [0.1070, 0.4734, 0.2086], [-0.1484, -0.3760, 0.3225], [-0.1459, -0.2502, -0.0979], [-0.3481, 0.2245, -0.4256], [0.8919, -0.2219, 1.0114], [-0.1363, -0.4011, -0.5792], [1.0110, 1.3827, -0.9621], [1.6446, -0.6298, 0.9232], [-1.5754, -0.7928, 0.3078], [-0.6914, 1.2464, -0.6627], [0.4694, 0.2406, -0.1433], [-0.5056, -0.5035, 0.4337], [-0.2197, -0.0385, 0.0994], [-0.3984, -0.5090, 0.0240], [0.6217, -0.0182, 0.0295], [0.0457, -0.4307, -0.7711], [-0.3880, 0.0790, 0.3846], [1.1058, 0.3260, -0.1118], [1.0415, -0.1229, 1.3207], [-0.3444, -0.0943, 1.3088], [-1.0656, -0.2990, 0.4275], [-1.7666, -1.1299, 1.0705], [-1.8201, 0.3816, -1.5383], [-0.5561, 1.0400, 1.4205], [1.0669, 0.2160, -1.4696], [0.7464, -0.7649, 0.4220], [0.5367, 0.0548, -0.4808], [0.1618, -0.1010, -0.0440], [0.6079, 0.5435, -1.5527], [0.3184, 0.1059, 0.0762], [0.1922, 0.1030, -0.5532], [2.2055, -0.4713, 0.2109], [-1.0772, 0.9448, 0.9394], [-2.2107, 0.2288, 0.2208], [-1.3001, 0.2946, -0.3887], [0.5611, -0.0838, -0.7696], [-2.8224, 0.3378, 1.2700], [0.3091, -0.4431, -0.2341], [2.4181, 0.1464, 0.1757], [0.7641, -0.6892, -0.4896], [0.1289, -0.5364, 0.0417], [0.8231, 0.0891, -0.5023], [2.3524, 0.2839, 0.3534], [-1.2938, 0.1720, 0.4741], [-0.0702, 1.0239, 0.8143], [0.7141, -0.6517, 0.1565], [1.1334, 0.3812, -0.4272], [-1.0103, -0.4200, 0.0412], [0.3248, -0.4002, -0.4885], [-0.4401, 0.8799, -0.8069], [-0.2381, -2.2722, -0.0813], [0.6806, 1.4979, 0.3468], [-1.0408, -1.8676, -0.2127], [-0.6920, 0.2462, 0.2236], [0.2947, -1.0334, 0.1081], [0.2982, 1.1914, -0.3427], [-1.0114, -0.7148, -0.3483], [0.6975, 0.7911, 0.9985], [0.1263, -0.4655, 0.1965], [-0.3496, 0.4154, 0.2088], [-0.2685, -0.2957, 0.0896], [0.2496, -0.1112, -0.2405], [0.6531, 0.9817, 0.2712], [-0.0380, -0.3172, 0.0040], [0.8200, 0.9949, -0.2493], [-0.1374, -0.2183, 0.4663], [0.7376, -0.5657, -0.0197], [-1.2662, 0.6064, -1.2296], [-1.8196, -3.0013, 1.9892], [-0.2052, 0.2018, -0.4623], [-0.0038, 1.4768, 1.4515], [0.2934, -0.3215, 0.0351], [0.6084, -0.0675, -0.7796], [0.8525, -0.3489, -1.1188], [-0.8258, 1.0151, 1.0594], [0.3796, -0.2373, 0.1405], [-0.3988, 0.8582, -1.9792], [0.6610, 1.4056, 0.6918], [-0.2205, -0.1758, 0.0881], [-0.3051, -0.1327, -0.4123], [0.2894, -0.7735, -0.1059], [-0.7672, 1.6815, 0.6289], [-0.3856, -3.5818, 1.5054], [1.1659, 0.1671, -0.8920], [0.2566, -0.0378, -0.5546], [-0.3180, -0.0480, 0.1828], [-0.4773, 0.1602, 0.4696], [-0.0512, -0.1255, -0.1656], [0.6762, 0.8579, -0.7108], [-0.2121, -0.2515, 0.1728], [0.2587, 0.6790, -0.4352], [0.3953, 0.4396, -0.7282]],
  "total_charge": -2,
  "multiplicity": 3,
  "lumo_energy_ha": [0.126, 0.126]
}